DFT (ωB97M-V with the def2-TZVPD basis set) results for a structure of composition C39H102CdF6N2O19S2.

XYZ file:
```
171
Properties=species:S:1:pos:R:3
Cd -2.9146 -4.1244 3.9614
C -0.4868 1.8428 2.2126
C -0.6146 1.4094 0.7010
C 0.5643 2.1463 0.0619
C 1.1494 1.6681 -1.3463
C 1.2815 0.1581 -1.2978
C -0.0497 -0.6376 -0.8482
N -0.4227 -0.1128 0.4527
O -1.3909 -0.9197 1.1213
C 0.3336 -2.1265 -0.7841
C -1.0407 -0.4159 -2.0473
C -1.9308 1.9114 0.0802
H -0.2971 2.9039 2.3744
H 0.3348 1.2791 2.6544
H -1.2831 1.5877 2.9119
H 1.4038 2.4420 0.6911
H 0.2662 3.1661 -0.1814
H 2.1027 2.1135 -1.6309
H 0.4311 1.8932 -2.1346
H 2.1455 0.0083 -0.6504
H 1.6553 -0.1063 -2.2870
H -0.5427 -2.7730 -0.7368
H 0.8018 -2.5143 0.1206
H 1.0008 -2.4389 -1.5874
H -1.0780 0.5009 -2.6356
H -2.0785 -0.5108 -1.7280
H -0.7553 -1.1629 -2.7880
H -2.7190 1.1702 0.2124
H -2.1422 2.1429 -0.9638
H -2.2221 2.8249 0.5986
C -1.3362 -9.0550 3.3372
F -0.9859 -10.1804 2.7969
F -1.0292 -9.1647 4.6534
F -0.6094 -8.0916 2.8642
S -3.2182 -8.6404 2.9695
O -3.2231 -7.7879 1.7667
O -3.9113 -9.8963 2.8075
N -3.6556 -7.5266 4.2399
S -4.2691 -8.4720 5.3757
O -3.7182 -9.7967 5.4761
O -4.5368 -7.8423 6.6770
C -6.1009 -8.7461 4.6683
F -6.9048 -8.7102 5.6731
F -6.4626 -7.7557 3.8773
F -6.1175 -9.9489 4.0981
C 8.5252 5.7114 -6.8010
C 7.8535 6.6867 -5.8080
O 6.8325 5.9294 -5.1405
H 8.9218 4.8277 -6.3010
H 9.2845 6.2582 -7.3601
H 7.8701 5.2085 -7.5123
H 7.5088 7.5816 -6.3262
H 8.4059 7.1410 -4.9855
H 7.2373 5.3650 -4.4778
C 0.4684 5.1099 8.9032
C 0.9224 6.5279 8.7360
O 0.1070 7.2858 7.9215
H 0.8257 4.5102 8.0660
H -0.6144 4.9934 8.8564
H 0.6980 4.7910 9.9199
H 1.8908 6.5889 8.2395
H 1.1615 7.0823 9.6435
H -0.7899 7.2072 8.2547
C -6.2173 -3.9921 -0.8120
C -6.4639 -3.1973 0.4056
O -5.9435 -3.8730 1.5064
H -6.7333 -3.5367 -1.6573
H -6.5117 -5.0322 -0.6725
H -5.1600 -3.9177 -1.0665
H -7.5303 -3.0268 0.5531
H -5.9810 -2.2204 0.3787
H -6.6005 -4.5709 1.5613
C -4.8143 7.6142 4.5092
C -4.8056 8.5714 5.7319
O -4.5928 7.9404 6.9617
H -5.6733 6.9465 4.4436
H -3.9853 6.9208 4.3676
H -4.8754 8.1071 3.5390
H -5.7083 9.1685 5.8613
H -3.8856 9.1209 5.5328
H -5.0517 8.3060 7.7216
C 0.7000 -7.5988 -5.7858
C 0.3038 -8.1255 -7.1649
O -0.0219 -9.5099 -7.1244
H 0.6042 -6.5155 -5.7121
H 1.7101 -7.9103 -5.5196
H 0.1322 -8.0839 -4.9919
H 1.2147 -8.0821 -7.7621
H -0.5565 -7.5024 -7.4092
H -0.7964 -9.6953 -7.6605
C -3.0307 -0.2519 7.8249
C -4.2122 -0.7789 7.0585
O -4.1500 -2.1942 6.8929
H -2.0761 -0.3110 7.3021
H -2.9659 -0.6948 8.8188
H -3.0638 0.8058 8.0863
H -4.1797 -0.2212 6.1225
H -5.0954 -0.5943 7.6699
H -5.0068 -2.4776 7.2203
C 6.2455 -2.1250 4.3548
C 5.2891 -1.3082 3.4966
O 4.0366 -1.9996 3.5255
H 6.2883 -2.0351 5.4402
H 7.2694 -2.0013 4.0022
H 5.9722 -3.1788 4.4092
H 5.5390 -1.1797 2.4435
H 5.1543 -0.3007 3.8904
H 3.4757 -1.5538 2.8865
C 6.4365 5.5517 2.0021
C 6.6493 6.9376 2.4767
O 7.6866 6.8619 3.4112
H 6.5345 4.9417 2.9002
H 7.1855 5.2952 1.2529
H 5.4014 5.5118 1.6631
H 5.8373 7.4006 3.0375
H 6.8929 7.6275 1.6687
H 7.7871 7.5894 4.0295
C 7.4494 -6.9154 -3.3951
C 7.1222 -5.8069 -2.4408
O 6.2132 -6.2963 -1.5173
H 8.0002 -6.4696 -4.2233
H 6.5103 -7.2622 -3.8264
H 8.0928 -7.7061 -3.0093
H 6.6366 -4.9383 -2.8857
H 7.9818 -5.5338 -1.8287
H 5.9678 -5.5050 -1.0323
C 0.9609 8.6890 -1.3125
C -0.3310 8.5874 -0.5318
O -0.9410 9.9482 -0.2738
H 0.8415 9.3808 -2.1464
H 1.4588 7.7452 -1.5346
H 1.6203 9.0558 -0.5259
H -0.1450 8.3851 0.5230
H -1.0355 7.8958 -0.9938
H -0.5259 10.2615 0.5331
C 1.5577 0.8225 -8.4229
C 2.6513 0.4626 -9.4363
O 3.2899 1.6219 -9.7887
H 0.5972 1.1148 -8.8475
H 1.8562 1.7238 -7.8875
H 1.3252 -0.0244 -7.7773
H 2.3134 0.0434 -10.3841
H 3.4039 -0.2123 -9.0287
H 2.7709 2.4033 -9.9926
C -5.8755 4.5680 -5.6086
C -5.2976 3.4971 -6.5284
O -6.3366 2.9722 -7.3265
H -5.0719 5.2105 -5.2486
H -6.5535 4.3058 -4.7964
H -6.4388 5.2975 -6.1905
H -4.7464 2.7660 -5.9370
H -4.6150 4.0544 -7.1699
H -5.8878 2.3951 -7.9487
C 1.9031 -5.7297 7.3129
C 0.6606 -4.8488 7.2395
O 0.2771 -4.5750 5.9271
H 2.5823 -5.3743 8.0878
H 2.5709 -5.6217 6.4583
H 1.5893 -6.7507 7.5302
H 0.8265 -3.9522 7.8367
H -0.1984 -5.3156 7.7216
H 1.1044 -4.3008 5.5247
C -3.9788 -1.5986 -8.8358
C -4.3905 -1.5833 -10.3281
O -4.6372 -0.2508 -10.7665
H -4.8023 -1.4029 -8.1490
H -3.2355 -0.8362 -8.6027
H -3.4408 -2.5226 -8.6239
H -5.3051 -2.1607 -10.4635
H -3.5341 -1.8771 -10.9351
H -4.0014 0.0232 -11.4315
```

Summary:
HOMO energy: -7.7 eV
Lowest unoccupied orbital energy: -4.9 eV
Calculated total energy: -126500.547 eV
Multiplicity: 1

Mulliken population analysis, charges in e, atoms 1 to 4: 0.600, -1.813, 1.776, -1.395